The following is a quantum chemistry calculation of C16H26CrN6OSSeSi as an isolated structure, from the OMol25 dataset.

Structure (ORCA input):
```
! RIJCOSX wB97M-V def2-TZVPD def2/J DEFGRID3
* xyz 1 2
Cr 0.6149 -1.0065 -0.1352
C 1.6571 -0.2249 3.9886
C 1.0161 -0.4770 2.6681
N 1.6081 -0.9793 1.6435
N 2.9123 -1.3532 1.7517
C 3.2939 -2.0605 0.7197
N 4.5518 -2.5124 0.6906
S 2.2450 -2.4846 -0.6251
C -0.4151 -0.2136 2.4480
C -1.2426 0.3163 3.4254
C -2.5896 0.4881 3.1488
C -3.0753 0.1180 1.9058
C -2.1883 -0.4042 0.9813
N -0.8905 -0.5642 1.2338
H 2.7112 -0.4751 3.9415
H 1.1801 -0.8269 4.7649
H 1.5500 0.8249 4.2681
H 5.1592 -2.3340 1.4724
H 4.8688 -3.0907 -0.0656
H -0.8366 0.5871 4.3887
H -3.2508 0.9015 3.8983
H -4.1187 0.2278 1.6487
H -2.5213 -0.7119 0.0007
C -3.7448 -3.2201 -1.9958
N -3.4637 -1.8199 -2.2849
C -4.4003 -0.8626 -2.6115
C -3.7307 0.2889 -2.8288
N -2.3906 0.0200 -2.6401
C -1.3121 0.9898 -2.7873
C -2.2335 -1.2728 -2.3015
Se -0.6377 -2.1944 -1.9742
H -4.8222 -3.3481 -1.9451
H -3.2908 -3.4962 -1.0466
H -3.3350 -3.8531 -2.7798
H -5.4496 -1.0888 -2.6712
H -4.0819 1.2651 -3.1107
H -1.5770 1.6820 -3.5829
H -0.3986 0.4598 -3.0427
H -1.1542 1.5266 -1.8538
C 2.8022 2.1783 1.1078
Si 2.1293 1.8767 -0.6042
C 3.4742 1.3892 -1.7883
C 1.2035 3.3822 -1.1945
O 1.0241 0.6250 -0.5637
H 3.4968 3.0215 1.0891
H 3.3367 1.3098 1.4994
H 2.0018 2.4302 1.8092
H 4.2583 2.1478 -1.8347
H 3.0776 1.2523 -2.7962
H 3.9329 0.4467 -1.4803
H 1.8618 4.2536 -1.2055
H 0.3631 3.6120 -0.5351
H 0.8204 3.2538 -2.2089
*
```

Properties
Expectation value of S² ... 0.764
Frontier orbital gap (alpha / beta) ... 7.42 / 7.34 eV
E_tot ... -140481.157 eV

Let us look at the natural (NBO) charges, expressed in e, one per atom: 0.879 -0.686 0.254 -0.232 -0.427 0.315 -0.762 -0.103 0.182 -0.219 -0.117 -0.248 0.095 -0.461 0.272 0.242 0.239 0.415 0.417 0.242 0.239 0.239 0.208 -0.407 -0.344 -0.055 -0.066 -0.338 -0.413 0.255 -0.109 0.224 0.234 0.235 0.245 0.248 0.225 0.250 0.229 -1.152 1.883 -1.144 -1.139 -1.031 0.251 0.247 0.230 0.248 0.243 0.244 0.252 0.237 0.234